79
Properties=species:S:1:pos:R:3:forces:R:3 method="wB97M-V/def2-TZVPD" spin_multiplicity=2 charge=+1 orbital_gap_ev="7.304 / 2.618" homo_ha="-0.405 / -0.405"
C 0.710239 -1.153948 -0.425245 -0.035 -0.387 -0.982
O 1.610276 -1.015555 0.635774 -0.447 -0.072 0.859
H 1.229817 -1.082719 -1.380784 0.054 -0.193 -0.225
H 0.268374 -2.145545 -0.327249 -0.010 -0.163 -0.063
H -0.123984 -0.458760 -0.519544 0.028 0.457 0.561
H 2.140351 -0.223286 0.522038 0.274 0.367 -0.220
C -2.602561 2.165183 1.888006 -0.484 0.563 0.189
O -2.162135 1.017551 1.234110 -0.904 -0.410 -0.950
H -1.717105 2.777157 2.059938 -0.439 0.704 0.219
H -3.409761 2.642175 1.332126 0.633 0.430 -1.001
H -3.214933 2.072653 2.784961 0.697 -0.879 0.808
H -1.706605 0.426334 1.837904 0.401 -0.359 0.608
C 0.110219 -0.165706 3.770228 2.760 1.875 -0.683
O -0.599933 -0.641458 2.683637 -2.372 -1.869 -0.412
H 0.363629 0.819228 3.378076 -0.042 1.030 1.273
H -0.311692 -0.149599 4.775136 -0.719 -0.266 -0.567
H 1.126499 -0.553664 3.839159 -0.092 -0.876 0.201
H -0.047399 -0.961054 1.966579 0.765 0.025 0.256
C 4.222124 -1.364958 3.418189 -1.870 -0.925 -0.793
O 3.947796 -0.822804 4.663832 0.486 0.193 0.894
H 3.961598 -0.605536 2.680961 0.701 -0.134 -0.613
H 5.133746 -1.936323 3.243275 0.696 0.774 0.311
H 3.465620 -2.137619 3.281128 -0.263 -0.259 -0.302
H 4.051304 0.125056 4.552273 0.229 0.427 0.509
C 2.694859 1.766462 -1.556953 0.217 0.853 -1.286
O 3.245429 1.183426 -0.414755 -0.006 -0.456 0.950
H 2.449650 2.823872 -1.457649 -0.287 0.197 0.647
H 3.444477 1.814028 -2.346835 -0.151 -0.528 -0.382
H 1.789843 1.248248 -1.873981 0.171 -0.126 0.013
H 4.201475 1.270278 -0.421137 -0.035 0.000 0.021
C -5.379404 -0.420461 -0.358506 0.627 0.874 -1.332
C -4.616070 -0.731664 -1.709029 0.001 3.511 3.713
C -3.150859 -1.145406 -1.504108 -0.785 3.515 -0.955
O -3.190353 -2.457338 -1.825654 0.598 -3.592 0.552
C -4.387867 -2.805633 -2.330408 0.358 -2.228 -1.249
O -4.593356 -3.885225 -2.849135 0.204 1.340 0.942
O -5.218583 -1.794886 -2.233438 -1.953 -2.866 -2.366
H -5.270262 -1.192250 0.403422 0.292 0.055 -0.091
H -6.441946 -0.267689 -0.547613 -0.002 -0.210 -0.193
H -5.005285 0.554071 -0.044768 0.130 -0.149 0.580
H -4.665268 0.144165 -2.356014 -0.290 -0.075 -0.138
H -2.872904 -0.785050 -0.513663 0.660 -0.824 0.102
H -2.572506 -0.697696 -2.312291 0.500 0.574 0.546
C 0.402955 -7.094439 -2.795125 2.044 -3.123 0.803
O 1.660411 -7.190954 -2.716166 -2.632 0.666 -0.596
N -0.272553 -6.018007 -2.432610 0.063 2.980 0.733
C -1.692164 -6.040853 -2.151098 -0.159 -0.509 -1.170
C 0.433936 -4.762110 -2.248898 0.203 0.200 -0.192
H -0.290815 -7.944935 -2.881973 0.665 -0.220 -0.565
H -2.215187 -5.322017 -2.781829 0.122 0.668 0.081
H -1.867912 -5.779954 -1.107485 -0.066 -0.256 0.015
H -2.085098 -6.985215 -2.527780 -0.074 -0.218 0.802
H 1.496498 -4.875887 -2.463691 -0.244 -0.076 0.046
H -0.033651 -4.066109 -2.945336 -0.014 0.221 -0.043
H 0.286602 -4.360784 -1.246239 -0.137 -0.154 0.094
C -1.226952 1.950644 -3.125446 -0.404 0.467 -0.777
O -0.596521 0.991893 -2.691429 -0.251 0.492 -0.054
N -1.569583 3.082196 -2.485512 2.192 1.198 1.639
C -2.410337 4.197994 -2.981606 -2.029 -1.183 1.882
C -0.925094 3.300159 -1.120081 -1.523 -1.271 -0.493
H -1.618831 2.007985 -4.152744 0.007 -0.437 -0.193
H -3.248531 4.013415 -2.309694 -0.749 0.451 0.031
H -2.936889 4.144085 -3.934470 1.079 -0.348 -0.431
H -2.189427 5.219500 -2.672090 1.216 -0.218 -0.505
H -0.659436 2.301126 -0.774468 0.988 0.097 -0.417
H -0.141697 4.057839 -1.102365 -0.040 -0.235 -0.235
H -1.656435 3.462568 -0.328331 -0.476 0.917 -0.431
C 4.790493 3.034111 3.751608 -1.679 -3.737 0.736
O 4.517395 1.964895 4.375722 1.113 2.674 -0.493
N 4.007143 3.384159 2.725183 -2.048 1.204 -1.436
C 4.411445 4.297318 1.650007 0.849 -0.444 1.410
C 2.659944 2.816400 2.421869 0.338 -1.271 1.392
H 5.672583 3.655873 3.969634 -0.189 -0.080 -0.168
H 4.843985 5.191935 2.097969 -0.239 0.327 -0.355
H 3.510869 4.466596 1.059753 0.647 0.373 -0.219
H 5.223431 3.761652 1.158226 -0.187 0.402 -0.881
H 2.470800 2.610669 1.368294 0.747 -0.179 0.047
H 2.567255 1.910375 3.020725 0.097 -0.280 -0.361
H 1.774810 3.369823 2.735482 0.473 0.988 0.351

---

76
Properties=species:S:1:pos:R:3:forces:R:3 method="wB97M-V/def2-TZVPD" spin_multiplicity=2 charge=+3 orbital_gap_ev="10.065 / 4.767" homo_ha="-0.631 / -0.631"
Br -0.446476 1.020640 -0.675859 0.005 -0.014 -0.011
C -5.505286 -1.918680 2.452761 0.048 -0.077 0.965
O -4.310616 -2.066200 1.688711 -1.166 -0.060 -1.910
C -4.614756 -1.536430 0.397991 2.706 -0.728 -1.546
C -3.264366 -1.648210 -0.383699 0.428 -0.468 0.470
N -2.770846 -3.133700 -0.290889 0.140 1.209 0.021
H -2.797826 -3.423490 0.676271 -0.030 0.304 0.789
H -3.504606 -3.718610 -0.664489 -0.084 -0.278 -1.021
C -1.353966 -3.431890 -0.782519 -0.395 0.663 -1.105
C -1.044106 -2.827450 -2.220579 -2.124 -0.549 0.458
O -2.187056 -2.968860 -3.088689 0.785 -1.653 0.596
C -2.358956 -4.318430 -3.649709 -1.295 0.709 -0.895
H -6.407926 -2.275690 1.956891 0.117 0.100 -0.399
H -5.554256 -0.848140 2.651901 -0.568 -0.090 0.497
H -5.414846 -2.533700 3.348131 0.179 0.398 0.118
H -5.001206 -0.517510 0.374641 0.178 0.154 0.345
H -5.240606 -2.098250 -0.295389 -1.019 -0.613 0.879
H -2.501746 -1.010280 0.063021 0.162 -0.317 0.203
H -3.265776 -1.438410 -1.453309 -0.527 0.026 0.090
H -1.225706 -4.514290 -0.790989 -0.081 0.082 0.195
H -0.732096 -2.956100 -0.024229 0.328 -0.228 -0.130
H -0.182136 -3.335380 -2.653129 0.230 0.255 0.190
H -0.943546 -1.746370 -2.124299 0.496 -0.080 -0.083
H -2.494436 -5.178480 -2.993909 0.710 0.306 0.787
H -1.693786 -4.557950 -4.479339 0.586 0.254 0.409
H -3.336736 -4.296030 -4.130909 -0.063 0.388 -0.059
C 2.336454 -3.543140 0.199801 0.977 0.180 -0.595
O 1.748034 -2.358340 0.702711 -2.527 0.122 0.079
C 2.452874 -1.721000 1.714041 -0.484 -0.783 0.923
C 1.767044 -0.467080 2.173071 -0.864 1.015 -1.042
N 0.262514 -0.607010 2.475761 0.949 1.510 1.311
H -0.272456 -0.514590 1.624071 -0.271 0.148 -0.372
H 0.008054 -1.497090 2.879631 0.102 -0.544 0.256
C -0.146706 0.494140 3.497861 -0.633 0.088 0.212
C -1.533636 0.265220 4.083601 -1.205 0.214 0.020
O -2.565486 0.074700 3.107801 1.127 -0.640 -0.346
C -2.944366 1.213100 2.377591 -1.430 0.518 0.234
H 2.420624 -4.418790 0.843431 0.130 0.479 0.829
H 3.302754 -3.145590 -0.110569 0.439 -1.104 -0.434
H 1.775934 -3.951530 -0.641119 -0.105 0.705 -0.215
H 3.456494 -1.542080 1.328241 0.331 0.304 0.723
H 2.398734 -2.287870 2.643461 0.939 -0.955 -0.063
H 1.799074 0.263850 1.365101 0.044 0.387 0.245
H 2.175764 -0.067580 3.101211 0.399 -0.152 -0.346
H -0.120676 1.511270 3.106881 0.055 -0.347 -1.105
H 0.587824 0.596950 4.296611 0.109 -0.844 0.034
H -1.825636 1.111760 4.705061 0.415 0.501 -0.034
H -1.622836 -0.546470 4.805611 0.313 -0.496 -0.443
H -3.374856 1.960280 3.044301 0.563 0.454 0.204
H -3.821406 1.000960 1.766131 0.107 -0.700 -0.081
H -2.231306 1.651600 1.679471 0.650 0.002 0.217
C 2.602784 3.241430 -5.349919 0.204 0.076 -0.568
O 2.067784 3.232380 -4.045899 -1.641 0.962 2.916
C 1.583494 4.534780 -3.539309 1.235 0.705 -1.153
C 1.437224 4.756740 -2.003029 0.209 -2.603 -0.686
N 2.531974 3.904850 -1.342389 -1.025 0.681 1.390
H 2.490634 2.982660 -1.752239 0.114 -0.363 -0.715
H 3.453374 4.268980 -1.538659 0.416 0.276 -0.225
C 2.403014 3.673450 0.172791 -0.326 -0.140 -0.831
C 3.700184 3.142020 0.711241 0.293 -0.203 0.242
O 3.917724 1.782100 0.338161 -2.405 1.983 -0.570
C 4.976334 1.118550 0.882881 2.240 -1.533 0.082
H 2.839204 2.212640 -5.621599 -0.014 0.012 0.280
H 3.527044 3.819030 -5.364879 -0.035 0.193 -0.240
H 1.879304 3.589720 -6.087049 0.042 0.287 0.035
H 0.658694 4.894480 -3.990359 -0.255 -0.550 -0.189
H 2.318554 5.265060 -3.877679 0.231 0.159 -0.050
H 0.511484 4.300780 -1.652039 -0.046 0.039 0.075
H 1.438764 5.799200 -1.684619 0.476 -0.124 -0.200
H 1.586204 2.962890 0.299441 0.005 0.025 -0.057
H 2.119464 4.601690 0.668841 0.211 0.096 -0.218
H 3.672474 3.282500 1.791801 0.178 -0.173 0.200
H 4.467154 3.806220 0.312881 0.611 -0.116 0.151
H 5.955394 1.579500 0.752201 -0.036 0.522 -0.216
H 5.034914 0.198230 0.301771 0.102 -0.183 0.189
H 4.947664 0.852320 1.939471 -0.660 0.213 0.297

---

80
Properties=species:S:1:pos:R:3:forces:R:3 method="wB97M-V/def2-TZVPD" charge=+2 orbital_gap_ev=8.493 homo_ha=-0.496
Cd -19.675609 -23.147030 18.310426 0.018 -0.534 0.521
C -13.324896 -27.208491 22.788549 -0.149 0.576 0.289
O -14.373342 -26.412046 22.227105 0.255 0.006 -0.060
C -15.375280 -27.182534 21.628997 -0.216 -0.481 0.415
C -16.486863 -26.235313 21.288812 -0.057 0.266 -0.889
N -15.941760 -25.069642 20.514859 -1.464 0.871 0.836
H -16.754361 -24.465089 20.271500 -0.355 -0.408 -0.280
H -15.413385 -24.499886 21.179039 0.697 -0.211 -0.409
C -15.217798 -25.350052 19.263012 1.133 -0.641 1.051
C -15.002658 -24.055516 18.542678 -0.427 -0.739 -0.757
O -14.380027 -23.196389 19.440306 0.090 0.415 0.135
C -13.827746 -22.045875 18.824559 0.131 0.124 -0.195
H -12.555617 -26.514724 23.118349 0.059 -0.025 -0.122
H -12.917169 -27.891127 22.043823 -0.011 -0.155 0.069
H -13.702203 -27.716882 23.678020 0.051 -0.313 -0.165
H -15.787264 -27.931374 22.322136 0.128 0.023 -0.049
H -14.998026 -27.735109 20.757597 -0.016 0.105 -0.034
H -16.944364 -25.816513 22.181553 -0.017 -0.050 0.044
H -17.254363 -26.661366 20.644419 -0.037 -0.217 0.202
H -15.727206 -26.129005 18.702590 -0.315 0.232 -0.110
H -14.262222 -25.761767 19.597814 0.066 0.016 -0.285
H -15.996380 -23.719995 18.201468 0.177 0.467 0.019
H -14.387132 -24.284064 17.662007 0.069 0.267 0.015
H -13.062513 -22.325678 18.093059 -0.060 -0.039 0.011
H -13.355539 -21.435745 19.589142 -0.081 -0.065 0.104
H -14.599389 -21.453525 18.318180 -0.033 -0.034 0.058
F -18.294915 -24.363601 19.357598 0.365 -0.210 0.182
C -17.416000 -21.194584 16.740261 -0.165 -0.510 0.176
O -18.197503 -21.894697 17.408884 0.800 0.560 -0.639
N -17.629391 -19.953794 16.386283 -0.396 0.622 -0.152
C -16.694767 -19.234035 15.537027 0.412 -0.022 -0.131
C -18.905727 -19.278579 16.667046 0.289 -0.765 0.312
H -16.461919 -21.601736 16.383868 0.044 -0.019 0.131
H -17.065431 -19.189378 14.513142 -0.044 0.167 0.027
H -15.719578 -19.721283 15.525749 -0.116 -0.163 0.031
H -16.527651 -18.232816 15.928591 -0.179 0.060 -0.054
H -19.403855 -19.803707 17.479894 0.093 0.070 0.087
H -18.679773 -18.263458 16.974617 -0.231 0.170 -0.208
H -19.555914 -19.354787 15.796827 0.064 0.401 -0.109
C -18.779133 -25.238763 16.315753 0.078 -0.091 0.180
O -19.724548 -24.479554 16.600677 -0.331 0.214 -0.139
N -18.098601 -25.176505 15.188995 -0.028 0.246 0.282
C -16.927035 -26.015926 14.997374 -0.211 -0.658 -0.222
C -18.398635 -24.149013 14.208769 0.335 -0.344 -1.060
H -18.464971 -26.022950 17.010548 0.009 -0.012 0.001
H -16.873671 -26.346669 13.960835 0.043 0.225 -0.044
H -17.054123 -26.933448 15.572211 0.137 0.129 0.178
H -15.998882 -25.517151 15.274656 -0.037 0.099 -0.031
H -19.434751 -23.841242 14.262869 0.029 0.223 0.323
H -17.685890 -23.322907 14.253672 -0.216 0.148 0.324
H -18.257537 -24.575973 13.210408 -0.045 -0.087 0.152
O -19.931234 -21.756205 19.868073 -0.291 -0.269 -0.157
P -19.813369 -20.958856 21.133282 0.134 0.590 0.116
N -18.239325 -20.525116 21.342100 0.188 -0.136 -0.221
C -17.183144 -21.450593 20.949558 -0.066 0.121 -0.458
C -17.887995 -19.553412 22.372643 0.241 0.202 0.182
N -20.399971 -21.799192 22.404222 -0.414 -0.670 -0.156
C -20.084766 -23.227218 22.430663 -0.338 -0.167 0.248
C -20.596890 -21.205193 23.717770 -0.062 -0.261 0.320
N -20.619743 -19.544900 21.140067 -0.555 -0.042 0.160
C -22.088455 -19.549420 21.294034 0.398 0.152 0.108
C -20.110232 -18.422579 20.364436 0.028 0.155 -0.281
H -17.499773 -22.034997 20.084272 -0.095 -0.037 0.136
H -16.918805 -22.139976 21.760784 0.143 0.128 0.018
H -16.304731 -20.892190 20.617541 0.090 -0.001 0.278
H -18.749996 -19.283890 22.977294 -0.047 0.002 -0.038
H -17.491441 -18.630323 21.939731 0.023 -0.080 -0.066
H -17.126979 -19.954096 23.046866 -0.053 -0.090 -0.043
H -20.108965 -23.648784 21.429163 0.328 0.080 -0.019
H -19.123263 -23.408916 22.925476 0.026 -0.106 -0.160
H -20.850948 -23.770897 22.988773 0.008 0.187 0.123
H -21.245440 -21.862949 24.300496 -0.083 0.035 -0.111
H -19.668560 -21.120723 24.292465 0.033 0.171 -0.111
H -21.095413 -20.245339 23.629818 0.181 0.126 0.111
H -22.399221 -18.611441 21.753994 -0.003 0.072 -0.135
H -22.561064 -19.663745 20.317713 -0.170 0.019 0.053
H -22.398451 -20.345949 21.961836 -0.051 -0.140 -0.159
H -19.947041 -17.550898 20.999407 0.074 -0.001 -0.009
H -20.818492 -18.134879 19.581491 -0.079 -0.091 0.086
H -19.184898 -18.702629 19.860474 0.075 0.140 0.175